Density functional theory data (ωB97M-V/def2-TZVPD) for a cluster of 7 separate species, C24H39O22P in total in a non-equilibrium geometry.

total charge: 0
SMILES: CCOP(=O)(OCC)OCC.O=C1OCCO1.O=C1OCCO1.O=C1OCCO1.O=C1OCCO1.O=C1OCCO1.O=C1OCCO1
HOMO energy: -10.61 eV
relative energy (zero: lowest compared OMol25 entry of this formula, charge and spin): 0.0 kJ/mol
frontier orbital gap: 10.256 eV

The geometry in XYZ format:
```
86
Properties=species:S:1:pos:R:3:forces:R:3
C 8.23198 -5.02482 -2.67937 0.1 -0.9 0.4
C 6.99837 -4.17362 -2.81144 0.5 0.6 -0.6
O 6.14153 -4.36300 -1.69038 -0.3 -0.3 0.0
P 4.58067 -4.64786 -1.86322 0.5 0.3 -0.6
O 4.20778 -5.17082 -3.17911 0.0 -0.1 -0.1
O 4.27835 -5.49568 -0.59254 -0.4 -0.1 0.5
C 5.05215 -6.63486 -0.22459 0.5 -0.6 0.1
C 4.48750 -7.25881 1.04259 0.1 -0.2 -0.1
O 3.86409 -3.30728 -1.46857 -0.3 0.1 0.5
C 3.40016 -2.35058 -2.41828 0.9 0.5 -1.0
C 2.14957 -1.68054 -1.91139 0.0 -0.2 0.5
H 8.62385 -5.03632 -1.66012 0.1 0.4 0.0
H 7.99176 -6.07401 -2.88252 0.0 0.1 -0.1
H 9.01632 -4.72701 -3.37205 0.0 0.1 0.0
H 7.25785 -3.11104 -2.85526 0.0 0.0 0.2
H 6.50643 -4.40647 -3.75822 -0.3 -0.1 0.2
H 5.05900 -7.37056 -1.03384 -0.2 0.1 -0.1
H 6.09979 -6.35673 -0.08830 -0.1 0.4 0.1
H 3.95744 -6.53728 1.66059 0.0 0.1 -0.1
H 3.81804 -8.08206 0.79580 -0.2 0.1 0.1
H 5.29596 -7.67038 1.64753 0.0 0.0 0.0
H 4.18736 -1.60357 -2.59391 0.0 0.0 0.5
H 3.33257 -2.80867 -3.40935 -0.6 -0.3 0.2
H 2.24683 -1.55816 -0.82948 0.0 0.0 0.0
H 2.05334 -0.67477 -2.31717 -0.2 -0.1 -0.3
H 1.26924 -2.29873 -2.08435 -0.1 0.2 -0.1
O -2.40416 2.79381 1.79384 0.1 0.2 0.1
C -1.78399 2.10295 1.04263 -0.4 -0.4 -0.3
O -0.46059 1.95387 1.02035 0.0 0.1 0.1
C -0.07180 0.99969 0.01148 -0.2 0.0 0.3
C -1.42673 0.53784 -0.55777 0.9 -1.4 -0.2
O -2.38218 1.34009 0.10037 -0.2 0.3 -0.2
H 0.62259 1.51016 -0.65058 -0.1 -0.1 -0.2
H 0.39369 0.16011 0.52209 0.2 0.1 0.0
H -1.54766 -0.51592 -0.29300 -0.4 0.2 0.4
H -1.52103 0.50073 -1.64519 -0.1 0.9 0.0
O -2.19286 8.48630 4.61486 0.2 0.2 0.1
C -2.81876 7.73158 3.95342 -0.2 -0.2 0.0
O -2.45327 6.45478 3.69101 0.2 0.2 -0.5
C -3.44216 5.80762 2.88024 -0.2 -0.7 0.6
C -4.45683 6.92117 2.59343 0.1 -0.5 -0.5
O -4.01368 8.01391 3.38195 0.0 0.0 0.0
H -3.03947 5.34375 1.98114 0.4 0.4 0.0
H -3.78048 4.95704 3.47694 -0.5 0.2 0.0
H -5.48806 6.66315 2.82175 0.0 0.0 0.3
H -4.41390 7.18040 1.53403 0.0 0.3 0.1
O 1.24536 2.61206 7.30477 0.1 -0.4 0.5
C 0.79375 3.09072 6.32483 0.3 0.6 -0.3
O 0.79143 4.42163 6.06552 -0.3 0.1 0.0
C 0.31955 4.64157 4.73490 0.4 -0.5 -0.4
C -0.35020 3.29702 4.40062 -1.0 2.2 0.3
O 0.25427 2.39471 5.30244 0.1 -0.5 -0.6
H -0.35048 5.49070 4.64861 -0.1 0.0 0.4
H 1.17867 4.83264 4.08683 0.1 -0.1 0.1
H -0.30286 3.15596 3.32643 0.4 -1.1 0.1
H -1.40722 3.39967 4.66723 0.0 -0.3 -0.1
O 1.45687 2.33901 -6.30841 0.1 0.1 0.0
C 0.46040 2.70134 -5.78235 0.1 -0.1 -0.1
O -0.71036 2.91372 -6.43244 0.0 0.2 0.1
C -1.73942 3.18945 -5.50341 -0.7 0.3 0.6
C -1.03974 3.16269 -4.13203 0.1 0.2 -0.1
O 0.33430 2.94604 -4.45853 -0.2 -0.3 0.0
H -2.20510 4.17280 -5.60829 0.4 0.1 -0.6
H -2.55228 2.47875 -5.64704 0.2 -0.3 0.2
H -1.39298 2.38799 -3.45277 0.1 -0.1 -0.1
H -1.09691 4.12944 -3.63779 -0.1 0.0 0.1
O -0.41525 -1.26715 2.37638 0.3 0.0 -0.1
C -1.54200 -1.14265 2.73448 -0.5 -0.4 0.2
O -1.95475 -1.07222 4.00803 0.2 0.1 0.2
C -3.31430 -0.63355 4.05113 -0.2 -0.2 -0.2
C -3.79805 -0.76107 2.58329 0.4 0.5 0.9
O -2.59642 -1.11822 1.89923 0.1 0.4 -0.5
H -3.87295 -1.22517 4.77081 0.1 -0.1 0.0
H -3.30881 0.40756 4.36970 -0.1 0.0 0.0
H -4.11704 0.24320 2.30828 -0.1 -0.2 -0.7
H -4.54211 -1.50801 2.34489 -0.1 0.0 0.2
O -5.53305 -2.07751 0.27995 0.0 -0.1 0.1
C -5.19755 -2.04575 -0.85773 0.1 0.4 -0.2
O -3.99604 -1.59071 -1.29043 -0.1 -0.1 0.0
C -3.90722 -1.68954 -2.71230 -0.5 0.0 0.0
C -5.26455 -2.30708 -3.12206 0.7 -0.3 0.0
O -5.97752 -2.39771 -1.89685 -0.1 -0.1 0.1
H -3.76688 -0.69328 -3.12794 0.2 0.0 0.0
H -3.08333 -2.35538 -2.95415 0.1 0.2 -0.1
H -5.08736 -3.30818 -3.51585 -0.3 0.0 0.0
H -5.83850 -1.73492 -3.84398 0.0 0.2 0.1
```
Forces are in eV/Å.